1.
{"formula": "C25H20N7O5S2Ti", "method": "wB97M-V/def2-TZVPD", "charge": -2, "e_above_lowest_kj_mol": 48.48, "s_squared": 0.79, "multiplicity": 2, "e_tot_ev": -91709.3995, "gap_ev": [4.85, 5.86], "elements": ["Ti", "C", "C", "N", "N", "C", "O", "C", "C", "C", "C", "C", "C", "C", "C", "C", "C", "C", "N", "H", "H", "H", "H", "H", "H", "H", "H", "H", "H", "H", "H", "S", "C", "C", "N", "C", "S", "C", "N", "C", "C", "N", "C", "C", "N", "C", "O", "O", "C", "O", "O", "H", "H", "H", "H", "H", "C", "H", "H", "H"], "xyz": [[-0.16, 0.07, -0.99], [-4.07, 1.51, 0.41], [-2.96, 0.82, -0.33], [-1.68, 0.98, 0.00], [-1.35, 1.83, 0.98], [-0.03, 1.87, 1.07], [0.69, 1.10, 0.32], [0.60, 2.85, 1.95], [-0.15, 3.59, 2.87], [0.47, 4.53, 3.67], [1.84, 4.75, 3.56], [2.58, 4.03, 2.63], [1.97, 3.09, 1.83], [-3.17, -0.02, -1.44], [-4.45, -0.39, -1.91], [-4.58, -1.21, -2.99], [-3.42, -1.65, -3.64], [-2.19, -1.26, -3.12], [-2.03, -0.50, -2.05], [-3.63, 2.21, 1.12], [-4.68, 0.79, 0.96], [-4.71, 2.05, -0.28], [-1.21, 3.41, 2.92], [-0.11, 5.10, 4.38], [2.32, 5.48, 4.20], [3.64, 4.22, 2.53], [2.54, 2.54, 1.09], [-5.33, -0.02, -1.39], [-5.56, -1.53, -3.34], [-3.47, -2.28, -4.51], [-1.28, -1.61, -3.60], [-1.43, -1.83, 0.44], [-1.24, -3.29, -0.49], [-2.05, -4.35, -0.10], [-2.74, -5.22, 0.23], [-0.35, -3.45, -1.54], [0.66, -2.21, -2.19], [-0.20, -4.71, -2.13], [-0.02, -5.73, -2.62], [1.17, -2.77, 2.35], [2.07, -2.02, 1.44], [1.72, -1.26, 0.43], [2.86, -0.77, -0.11], [3.96, -1.25, 0.59], [3.42, -2.05, 1.57], [5.41, -1.06, 0.50], [5.85, -0.25, -0.43], [6.16, -1.63, 1.29], [2.81, 0.10, -1.32], [3.89, 0.58, -1.76], [1.70, 0.30, -1.86], [0.14, -2.46, 2.14], [1.42, -2.55, 3.38], [1.25, -3.84, 2.17], [3.97, -2.55, 2.25], [5.05, 0.14, -1.03], [-0.47, 1.72, -2.35], [-1.47, 2.17, -2.35], [-0.23, 1.38, -3.36], [0.25, 2.51, -2.08]]}

=====

2.
{"formula": "C25H20N9O2SV", "method": "wB97M-V/def2-TZVPD", "charge": 1, "s_squared": 0.99, "multiplicity": 2, "e_tot_ev": -80278.7595, "gap_ev": [7.39, 5.35], "elements": ["V", "N", "C", "N", "C", "N", "N", "C", "N", "C", "C", "C", "C", "C", "N", "H", "H", "H", "H", "H", "H", "H", "H", "O", "C", "O", "C", "C", "C", "C", "C", "C", "C", "C", "C", "N", "H", "H", "H", "H", "H", "H", "N", "C", "N", "C", "C", "C", "C", "C", "C", "S", "H", "H", "H", "H", "H", "H"], "xyz": [[0.20, -0.03, 0.19], [2.74, -1.76, -1.54], [3.14, -0.59, -1.04], [4.43, -0.31, -1.09], [4.77, 0.92, -0.70], [6.06, 1.23, -0.64], [3.89, 1.89, -0.36], [2.63, 1.50, -0.30], [2.19, 0.24, -0.53], [1.61, 2.48, 0.01], [1.89, 3.84, 0.12], [0.85, 4.72, 0.34], [-0.44, 4.20, 0.43], [-0.65, 2.84, 0.34], [0.36, 1.97, 0.14], [3.44, -2.42, -1.82], [1.78, -2.06, -1.46], [6.74, 0.55, -0.94], [6.34, 2.17, -0.41], [2.91, 4.17, 0.02], [1.03, 5.78, 0.43], [-1.29, 4.85, 0.58], [-1.64, 2.41, 0.41], [-3.55, -0.26, 1.49], [-2.36, -0.11, 1.35], [-1.75, 0.00, 0.19], [-1.41, -0.05, 2.52], [-1.91, -0.16, 3.83], [-1.03, -0.11, 4.87], [0.34, 0.08, 4.60], [1.31, 0.18, 5.63], [2.62, 0.41, 5.34], [3.02, 0.57, 4.00], [2.11, 0.47, 2.98], [0.75, 0.21, 3.26], [-0.13, 0.10, 2.23], [-2.98, -0.28, 3.96], [-1.37, -0.21, 5.90], [0.98, 0.07, 6.65], [3.35, 0.49, 6.13], [4.06, 0.77, 3.77], [2.44, 0.60, 1.95], [-1.85, -2.39, -1.19], [-0.82, -2.93, -0.54], [0.09, -2.24, 0.13], [1.01, -3.10, 0.72], [2.06, -2.71, 1.54], [2.91, -3.68, 2.05], [2.72, -5.02, 1.74], [1.67, -5.43, 0.94], [0.82, -4.45, 0.44], [-0.59, -4.66, -0.57], [-2.12, -1.43, -0.94], [-2.56, -2.99, -1.57], [2.21, -1.66, 1.79], [3.73, -3.38, 2.69], [3.39, -5.76, 2.15], [1.52, -6.47, 0.71]]}

=====

3.
{"formula": "C25H21Br3N4O8", "method": "wB97M-V/def2-TZVPD", "e_above_lowest_kj_mol": 2146.05, "e_tot_ev": -258699.7339, "gap_ev": 7.67, "elements": ["C", "Br", "Br", "Br", "H", "C", "C", "C", "C", "C", "C", "N", "O", "O", "H", "H", "H", "H", "H", "C", "C", "C", "C", "C", "C", "N", "O", "O", "H", "H", "H", "H", "H", "C", "C", "C", "C", "C", "C", "N", "O", "O", "H", "H", "H", "H", "H", "C", "C", "C", "C", "C", "C", "N", "O", "O", "H", "H", "H", "H", "H"], "xyz": [[0.43, -1.19, 0.08], [1.75, -1.68, 1.53], [0.30, -2.78, -1.10], [1.02, 0.57, -0.76], [-0.56, -1.04, 0.52], [-1.80, 2.50, -0.35], [-1.42, 1.13, -0.33], [-2.35, 0.20, -0.57], [-3.76, 0.58, -0.64], [-4.13, 1.97, -0.46], [-3.14, 2.88, -0.36], [-4.78, -0.51, -0.92], [-5.92, -0.21, -0.97], [-4.39, -1.68, -0.83], [-1.05, 3.27, -0.35], [-0.36, 0.95, -0.37], [-2.11, -0.85, -0.61], [-5.18, 2.21, -0.55], [-3.16, 3.96, -0.41], [2.32, -3.79, -0.05], [2.86, -4.29, 1.12], [2.63, -5.59, 1.45], [2.07, -6.48, 0.58], [1.67, -6.01, -0.71], [1.76, -4.61, -0.98], [1.88, -7.92, 0.89], [2.22, -8.38, 1.95], [1.31, -8.61, 0.10], [2.20, -2.73, -0.19], [3.36, -3.67, 1.84], [3.01, -6.05, 2.35], [1.27, -6.73, -1.40], [1.30, -4.13, -1.83], [-0.45, 1.10, -2.50], [0.67, 1.83, -2.18], [0.65, 3.24, -2.40], [-0.48, 3.86, -2.94], [-1.52, 3.14, -3.33], [-1.48, 1.77, -3.16], [-0.57, 5.30, -3.09], [-1.65, 5.85, -3.14], [0.45, 5.94, -3.17], [-0.58, 0.06, -2.28], [1.50, 1.32, -1.72], [1.53, 3.80, -2.13], [-2.39, 3.55, -3.81], [-2.27, 1.11, -3.49], [1.62, 0.91, 1.43], [0.45, 1.57, 1.51], [0.12, 2.28, 2.62], [1.01, 2.38, 3.73], [2.24, 1.66, 3.58], [2.45, 0.95, 2.43], [0.75, 3.15, 4.94], [1.81, 3.44, 5.55], [-0.35, 3.65, 5.15], [1.89, 0.26, 0.61], [-0.25, 1.52, 0.70], [-0.83, 2.74, 2.84], [2.97, 1.74, 4.36], [3.45, 0.59, 2.20]]}

=====

4.
{"formula": "C25H21Cl52N2OSi", "method": "wB97M-V/def2-TZVPD", "charge": 1, "e_tot_ev": -690325.5730, "gap_ev": 9.07, "elements": ["C", "Si", "C", "C", "C", "C", "N", "C", "C", "C", "C", "N", "C", "C", "C", "O", "H", "H", "H", "H", "H", "H", "H", "H", "H", "H", "H", "H", "H", "H", "H", "H", "H", "H", "H", "H", "H", "C", "Cl", "Cl", "Cl", "Cl", "C", "Cl", "Cl", "Cl", "Cl", "C", "Cl", "Cl", "Cl", "Cl", "C", "Cl", "Cl", "Cl", "Cl", "C", "Cl", "Cl", "Cl", "Cl", "C", "Cl", "Cl", "Cl", "Cl", "C", "Cl", "Cl", "Cl", "Cl", "C", "Cl", "Cl", "Cl", "Cl", "C", "Cl", "Cl", "Cl", "Cl", "C", "Cl", "Cl", "Cl", "Cl", "C", "Cl", "Cl", "Cl", "Cl", "C", "Cl", "Cl", "Cl", "Cl", "C", "Cl", "Cl", "Cl", "Cl"], "xyz": [[-1.20, -0.41, 3.58], [-1.85, -0.80, 1.85], [-1.93, -2.68, 1.69], [-3.61, -0.16, 1.60], [-0.63, -0.21, 0.49], [-1.03, 1.17, -0.12], [0.21, 1.95, -0.41], [-0.02, 3.25, -1.08], [-1.21, 3.53, -1.76], [-1.27, 4.80, -2.29], [-0.20, 5.67, -2.14], [0.96, 5.42, -1.53], [0.98, 4.18, -1.02], [1.26, 1.13, -1.10], [1.54, -0.15, -0.27], [0.73, -0.24, 0.90], [-0.87, -1.30, 4.11], [-1.99, 0.13, 4.10], [-0.33, 0.25, 3.47], [-0.93, -3.09, 1.49], [-2.60, -3.00, 0.89], [-2.26, -3.13, 2.64], [-3.84, -0.02, 0.54], [-4.33, -0.84, 2.03], [-3.71, 0.80, 2.13], [-0.74, -0.94, -0.33], [-1.57, 1.75, 0.63], [-1.63, 0.95, -1.00], [0.62, 2.17, 0.50], [-2.04, 2.85, -1.86], [-2.15, 5.13, -2.83], [-0.31, 6.67, -2.55], [1.89, 3.89, -0.51], [1.00, 0.90, -2.13], [2.18, 1.72, -1.10], [1.38, -1.06, -0.86], [2.58, -0.17, 0.05], [-2.21, -6.70, 3.55], [-3.37, -7.83, 4.25], [-2.24, -5.18, 4.46], [-0.58, -7.39, 3.62], [-2.64, -6.38, 1.87], [-2.21, 0.59, 7.41], [-2.80, 0.71, 9.06], [-0.44, 0.44, 7.41], [-2.91, -0.83, 6.62], [-2.67, 2.05, 6.51], [5.02, 6.04, 0.01], [3.31, 5.92, -0.42], [5.72, 4.42, 0.11], [5.86, 6.96, -1.24], [5.20, 6.86, 1.57], [5.30, 10.06, -3.69], [6.92, 9.47, -3.29], [4.10, 8.77, -3.45], [4.89, 11.42, -2.64], [5.26, 10.58, -5.37], [6.18, 5.65, -5.68], [6.25, 6.22, -4.01], [7.31, 6.57, -6.68], [6.62, 3.93, -5.72], [4.54, 5.86, -6.29], [-5.73, -7.27, -0.92], [-5.09, -5.67, -0.50], [-5.96, -7.37, -2.67], [-4.59, -8.51, -0.40], [-7.28, -7.52, -0.11], [1.27, 13.47, -2.29], [1.33, 14.04, -0.62], [2.40, 14.41, -3.28], [1.74, 11.76, -2.34], [-0.37, 13.65, -2.92], [0.32, 2.60, 11.42], [-0.61, 2.75, 12.91], [-0.74, 2.90, 10.03], [1.64, 3.77, 11.42], [0.98, 0.96, 11.29], [-2.50, -11.70, 5.77], [-4.17, -11.50, 5.23], [-2.06, -13.41, 5.70], [-1.43, -10.77, 4.71], [-2.34, -11.11, 7.43], [-1.81, -11.18, -2.04], [-2.45, -11.04, -0.40], [-0.05, -11.30, -1.97], [-2.47, -12.62, -2.81], [-2.26, -9.75, -2.98], [3.29, 1.97, -4.21], [4.86, 1.37, -3.65], [2.03, 0.79, -3.80], [2.94, 3.52, -3.41], [3.32, 2.22, -5.95], [-4.54, -16.01, -1.03], [-3.91, -14.40, -0.65], [-4.76, -16.15, -2.78], [-3.40, -17.24, -0.48], [-6.09, -16.24, -0.22], [3.01, 4.45, -9.86], [1.57, 4.15, -10.84], [4.40, 4.66, -10.91], [2.78, 5.90, -8.87], [3.27, 3.09, -8.76]]}